Record 1
{
  "formula": "C4H8O3",
  "method": "the ωB97M-V functional and the def2-TZVPD basis",
  "symbols": ["C", "C", "O", "C", "O", "C", "O", "H", "H", "H", "H", "H", "H", "H", "H"],
  "xyz": [[1.48, 1.68, -0.49], [0.13, 1.59, 0.21], [-0.61, 0.46, -0.30], [-0.40, -0.71, 0.30], [0.36, -0.89, 1.23], [-1.24, -1.82, -0.29], [-1.01, -3.02, 0.39], [2.09, 0.81, -0.24], [1.34, 1.73, -1.57], [2.02, 2.58, -0.16], [-0.50, 2.45, 0.01], [0.26, 1.47, 1.29], [-2.30, -1.52, -0.22], [-1.01, -1.91, -1.36], [-0.34, -2.82, 1.06]],
  "smiles": "CCOC(=O)CO",
  "energy_ha": -382.9380,
  "e_homo_ev": -10.56,
  "de_lowest_kj_mol": 70.4
}

Record 2
{
  "formula": "C4H8O3",
  "method": "the ωB97M-V functional and the def2-TZVPD basis",
  "symbols": ["C", "C", "C", "O", "C", "O", "H", "H", "H", "H", "H", "H", "O", "H", "H"],
  "xyz": [[-0.94, 1.29, -1.12], [-0.31, 0.46, 0.02], [-0.47, -0.99, -0.39], [0.36, -1.61, -1.03], [1.16, 0.78, 0.23], [1.71, 0.74, 1.31], [-1.85, 0.82, -1.51], [-1.20, 2.30, -0.79], [-0.24, 1.37, -1.97], [-0.83, 0.61, 0.97], [-1.47, -1.42, -0.17], [1.73, 1.04, -0.69], [0.44, -1.84, 1.89], [0.82, -2.41, 1.21], [1.09, -1.14, 2.02]],
  "smiles": "CC(C=O)C=O.O",
  "energy_ha": -382.9067,
  "e_homo_ev": -10.07,
  "de_lowest_kj_mol": 152.5
}

Record 3
{
  "formula": "C4H8O3",
  "method": "the ωB97M-V functional and the def2-TZVPD basis",
  "symbols": ["C", "C", "O", "C", "O", "C", "O", "H", "H", "H", "H", "H", "H", "H", "H"],
  "xyz": [[-1.21, -1.33, -0.29], [0.39, -0.84, -0.41], [0.72, -0.27, -1.54], [0.13, 0.05, 0.70], [1.98, 1.07, 0.25], [-0.55, 1.35, 0.44], [-0.89, 2.09, 1.34], [-1.20, -2.05, -1.12], [-1.49, -1.84, 0.63], [-1.93, -0.54, -0.55], [0.92, -1.76, -0.10], [1.75, 0.72, -0.68], [0.19, -0.27, 1.74], [1.92, 2.04, 0.21], [-0.72, 1.58, -0.63]],
  "energy_ha": -382.7875,
  "e_homo_ev": -9.09,
  "de_lowest_kj_mol": 465.5
}

Record 4
{
  "formula": "C4H8O3",
  "method": "the ωB97M-V functional and the def2-TZVPD basis",
  "symbols": ["C", "O", "C", "O", "C", "C", "O", "H", "H", "H", "H", "H", "H", "H", "H"],
  "xyz": [[-2.09, -0.19, 0.17], [-0.78, 0.33, 0.17], [-0.26, 1.42, -2.01], [-1.35, 1.41, -2.34], [0.29, -0.40, 0.74], [1.60, 0.02, 0.06], [2.64, -0.54, 0.83], [-2.19, -1.12, -0.40], [-2.50, -0.34, 1.18], [-2.70, 0.57, -0.33], [0.38, -0.18, 1.81], [0.16, -1.49, 0.62], [1.63, -0.34, -0.98], [1.66, 1.12, 0.03], [3.48, -0.26, 0.44]],
  "energy_ha": -382.8815,
  "e_homo_ev": -9.99,
  "de_lowest_kj_mol": 218.7
}

Record 5
{
  "formula": "C4H8O3",
  "method": "the ωB97M-V functional and the def2-TZVPD basis",
  "symbols": ["C", "O", "C", "O", "C", "C", "O", "H", "H", "H", "H", "H", "H", "H", "H"],
  "xyz": [[2.53, -0.84, -0.96], [1.22, -1.07, -0.45], [0.60, 0.01, 0.04], [1.10, 1.11, 0.04], [-0.76, -0.32, 0.58], [-1.74, 0.82, 0.34], [-2.95, 0.47, 1.00], [3.21, -0.52, -0.16], [2.86, -1.79, -1.38], [2.51, -0.06, -1.72], [-1.13, -1.25, 0.15], [-0.67, -0.47, 1.66], [-1.31, 1.75, 0.73], [-1.90, 0.95, -0.74], [-3.58, 1.19, 0.87]],
  "smiles": "COC(=O)CCO",
  "energy_ha": -382.9320,
  "e_homo_ev": -10.41,
  "de_lowest_kj_mol": 86.1
}

Record 6
{
  "formula": "C4H8O3Tl",
  "method": "the ωB97M-V functional and the def2-TZVPD basis",
  "symbols": ["H", "C", "H", "H", "C", "H", "H", "O", "C", "O", "Tl", "O", "C", "H", "H", "H"],
  "xyz": [[-1.13, -1.67, -4.38], [0.27, -0.39, -3.38], [-0.51, 0.24, -2.93], [1.32, -0.18, -3.17], [-0.08, -1.44, -4.19], [0.69, -2.08, -4.62], [0.13, -0.24, -4.68], [1.95, 1.62, 3.51], [0.79, 1.07, 3.35], [-0.12, 1.54, 4.04], [-0.67, 3.12, 5.86], [0.70, 0.17, 2.44], [-0.61, -0.35, 2.10], [-1.02, -0.87, 2.97], [-1.26, 0.47, 1.79], [-0.43, -1.04, 1.28]],
  "multiplicity": 2,
  "charge": 2,
  "energy_ha": -554.6898,
  "e_homo_ev": [-18.03, -17.87],
  "de_lowest_kj_mol": 0.0
}